Computed, not measured: a cluster of 5 separate species, C31H79NO13PSi in total, with ωB97M-V with the def2-TZVPD basis set.

Last column: Mulliken charge in e.
Geometry (Å):
H (4.729, -1.808, -2.831)  0.207
H (2.111, -3.138, -1.508)  -0.368
O (-2.518, 3.727, 6.104)  -0.230
H (0.712, 3.464, 8.402)  0.404
C (1.511, 2.678, 6.605)  -0.617
H (-5.527, 1.918, 9.266)  0.252
C (-5.675, 2.766, 9.939)  -0.260
H (-0.257, 4.258, 4.985)  0.219
O (1.330, -2.691, 5.186)  -0.194
H (-2.460, 5.557, 5.164)  0.402
C (-2.819, 1.388, 10.025)  -0.107
C (1.704, -3.942, 5.727)  -0.631
H (0.863, -3.607, 3.012)  0.193
H (3.595, 0.672, -6.736)  0.349
H (3.245, -1.992, -4.437)  -0.255
H (0.183, 2.961, -13.805)  0.412
H (-4.496, 4.341, 5.991)  0.414
O (-6.648, 1.172, 11.458)  -0.236
O (3.217, -3.394, 2.020)  -0.196
H (-1.379, -2.017, -12.260)  0.339
H (4.901, -4.347, 1.265)  0.349
H (0.515, 0.760, -4.180)  0.324
O (0.312, -1.133, -11.470)  -0.231
O (-3.600, 0.471, 9.282)  -0.324
C (0.426, 3.414, 7.349)  -0.141
H (2.939, -0.031, -8.230)  0.329
P (2.519, -3.210, -3.929)  -0.202
H (2.807, 2.614, 4.278)  0.344
C (-0.166, -1.204, -13.820)  -0.430
H (2.549, 0.958, 4.888)  0.318
H (2.849, -0.287, -2.246)  0.301
H (-4.185, 2.719, 6.641)  0.239
H (-2.977, 2.566, 11.776)  0.426
H (-8.535, 1.104, 12.321)  0.309
H (-0.404, 0.922, -12.362)  0.204
H (-7.225, 1.666, 13.388)  0.322
H (0.148, -2.888, -12.541)  0.418
H (0.396, -5.115, 2.202)  0.401
C (0.358, -2.038, 5.963)  -0.943
H (2.512, 3.046, -14.851)  0.306
H (3.445, 1.544, -14.667)  0.230
C (2.776, 0.719, -7.456)  -1.238
C (-0.081, 1.738, -7.262)  -1.035
O (0.522, -0.996, -6.777)  -0.327
H (0.274, -3.461, -4.961)  0.370
H (-1.689, 1.651, -13.345)  0.378
C (-3.825, 3.745, 6.622)  -0.858
C (1.227, -4.575, 2.658)  -0.516
H (3.755, -3.715, -3.322)  0.196
H (-1.037, 1.711, -6.740)  0.296
C (1.424, 0.916, -4.765)  -0.802
O (1.643, -5.389, 3.750)  -0.449
C (-1.982, 5.029, 6.002)  -0.638
H (0.724, -1.846, 6.981)  0.345
H (-0.566, -2.625, 6.028)  0.370
C (2.466, -4.761, 4.711)  -0.368
H (1.124, -2.927, -7.009)  0.325
C (4.368, -3.390, 1.193)  -0.781
H (2.342, -3.786, 6.611)  0.400
C (-0.755, 1.087, -13.383)  -0.356
H (2.171, 0.224, -4.369)  -0.183
H (-3.618, -0.643, 7.585)  0.270
H (2.397, 3.321, 6.526)  0.330
H (1.582, 1.563, 3.529)  0.243
Si (1.136, 0.503, -6.557)  0.690
O (0.289, 4.762, 6.927)  -0.456
H (1.772, 1.943, -4.640)  0.471
N (4.488, -1.608, -1.870)  -0.523
C (3.076, -1.240, -1.749)  -0.507
H (-5.977, 3.632, 9.347)  0.394
H (-0.194, 5.978, 5.414)  0.387
H (1.122, -1.887, -2.254)  0.369
C (-2.963, 0.067, 8.086)  -0.571
H (-6.777, 3.220, 11.713)  0.342
O (1.558, 1.431, -13.960)  -0.218
H (0.212, -2.615, -10.013)  0.359
C (1.293, -2.129, -6.284)  -0.701
H (0.356, 2.729, -7.106)  0.309
H (-2.783, 0.919, 7.421)  0.108
C (0.937, -2.593, -4.884)  -1.021
H (3.234, -4.147, 4.233)  0.204
H (2.956, -5.575, 5.252)  0.388
H (2.365, -1.884, -6.333)  0.424
C (2.287, -4.375, 1.603)  -0.228
C (2.053, 1.841, 4.469)  -0.863
C (-6.791, 2.469, 10.912)  -0.785
C (0.245, 1.918, -14.152)  -0.595
H (2.870, -3.925, -5.193)  0.140
H (4.116, -3.193, 0.147)  0.304
H (5.020, -2.594, 1.550)  0.172
H (1.793, 1.778, 7.173)  0.415
H (0.811, -4.500, 6.041)  0.339
C (-0.311, -1.889, -12.482)  -0.600
H (0.407, -1.790, -4.368)  0.341
C (2.126, -2.326, -2.246)  -0.306
O (-4.461, 3.145, 10.564)  -0.427
C (-0.059, -1.566, -10.174)  -0.577
C (-0.493, 4.988, 5.763)  -0.358
H (2.799, -5.328, 1.419)  0.347
H (-7.754, 2.544, 10.385)  0.439
H (-7.322, -0.048, 12.920)  0.230
H (2.895, -1.075, -0.678)  0.350
H (-2.004, -0.422, 8.294)  0.319
H (-0.245, 1.606, -8.333)  0.219
H (1.807, -4.062, 0.666)  0.121
O (1.041, 2.316, 5.328)  -0.225
H (-0.403, -1.931, -14.599)  0.383
H (-4.271, 1.363, 11.611)  0.242
H (2.798, 1.710, -7.916)  0.417
C (-3.661, 2.090, 11.070)  -0.586
H (-2.377, 2.136, 9.353)  -0.038
H (-3.846, 4.151, 7.639)  0.326
H (5.082, -0.864, -1.531)  0.190
H (-0.014, 1.895, -15.219)  0.332
H (2.188, 1.660, -15.922)  0.315
H (0.143, -1.087, 5.479)  0.315
H (-2.001, 0.856, 10.531)  0.448
H (0.865, -0.867, -13.959)  0.243
H (0.469, -0.955, -9.450)  -0.077
H (1.788, -4.408, -3.439)  -0.031
H (-1.137, -1.447, -10.017)  0.322
O (-1.082, -0.137, -14.017)  -0.443
C (2.463, 1.951, -14.901)  -0.779
H (-2.183, 5.593, 6.923)  0.327
C (-7.477, 0.973, 12.576)  -0.787
H (-0.519, 2.871, 7.270)  0.043

The value obtained for the HOMO-LUMO gap is 5.347 eV. As for the charge: -1.